Here is an isolated molecule of C2H4N4O in a non-equilibrium geometry from the Open Molecules 2025 dataset. Energies are from wB97M-V/def2-TZVPD.

Values from the calculation:
E = -10143.011 eV
LUMO energy (alpha / beta) = -0.49 / -2.22 eV
total charge = 0
E_HOMO (alpha / beta) = -0.353 / -0.344 Eh

Structure (XYZ):
```
11
Properties=species:S:1:pos:R:3:forces:R:3:nbo_charge:R:1
N 2.253 0.603 -0.032 0.09 0.57 0.16 -0.80
C 1.094 -0.096 -0.188 -0.71 -1.16 0.51 0.37
N 0.967 -1.355 -0.253 1.37 -1.01 -0.56 -0.15
N -1.296 -1.210 0.664 -0.08 0.42 0.62 -0.62
C -1.269 -0.132 -0.008 -0.04 -0.31 -0.04 0.61
O -2.390 0.522 -0.398 0.04 0.08 -0.12 -0.68
N -0.107 0.486 -0.436 -0.51 1.21 -0.34 -0.38
H 3.011 0.034 0.323 -0.08 0.12 -0.07 0.40
H 2.117 1.467 0.477 0.18 0.03 -0.11 0.39
H -2.234 -1.490 0.923 -0.31 0.01 -0.23 0.36
H -2.147 1.170 -1.073 0.05 0.04 0.17 0.50
```
Positions in Å, forces in eV/Å.